1.
The molecule C4H8N2O. Source: the OMol25 dataset; level of theory: the ωB97M-V functional and the def2-TZVPD basis.

Element x y z (Å)
O -0.65 0.16 1.91
C -0.63 0.66 0.74
C 1.53 -0.13 -0.19
C 0.03 -0.41 -0.10
H 0.01 -1.21 -2.11
C -0.60 -0.76 -1.34
H 0.59 -1.63 1.59
N -0.28 -1.30 1.13
H -1.19 1.75 -0.74
H 2.04 -1.03 -0.55
H -1.63 -1.07 -1.32
N -1.16 1.77 0.29
H -1.76 2.37 0.83
H 1.74 0.67 -0.91
H 1.96 0.16 0.78

Orbital gap in eV: 6.7455
LUMO in eV: 0.3

Atom charges from the natural (NBO) analysis, given in e for atoms 1 to 8:
1 O -0.41
2 C 0.67
3 C -0.61
4 C -0.05
5 H 0.20
6 C -0.80
7 H 0.33
8 N -0.27



2.
The molecule C21H26FN3OS. Source: the OMol25 dataset; level of theory: the ωB97M-V functional and the def2-TZVPD basis.

Element x y z (Å)
C 3.45 -3.22 0.42
H 1.61 -2.41 -0.42
C 1.27 3.35 -0.22
H 1.34 -0.26 -2.47
C 4.14 -0.52 0.51
C 1.26 4.84 -0.49
N -2.43 -1.68 0.11
C -4.97 0.80 1.17
C -3.76 0.16 1.04
H 6.14 -1.12 0.96
H 5.32 -2.84 -0.55
H -2.92 0.54 1.60
H 1.95 5.34 0.17
C 2.69 -2.28 -0.51
C -1.94 -2.09 -1.19
C -1.31 -1.38 0.98
C 2.85 1.45 -0.26
H -1.62 -0.10 -1.96
H 0.26 5.22 -0.32
S 4.31 1.20 0.68
H -0.93 0.65 0.29
C -0.39 -0.31 0.39
C -4.74 -1.39 -0.50
H 0.61 1.14 -1.66
H 4.94 -1.55 2.18
C -5.95 -0.75 -0.39
H 1.55 5.03 -1.52
H 3.24 3.40 -0.71
H -2.77 -2.29 -1.87
C 5.11 -1.48 1.10
H -0.74 -2.31 1.08
H 3.03 -3.15 1.43
H -1.36 -3.01 -1.05
F -7.25 0.99 0.56
H 3.32 -4.25 0.08
H -6.82 -1.09 -0.94
C 2.28 0.28 -0.65
N 2.48 2.78 -0.51
C 4.93 -2.86 0.46
C 1.05 0.15 -1.50
H 5.49 -3.60 1.03
H -0.65 -1.36 -2.76
H -4.68 -2.27 -1.13
H 2.96 -2.49 -1.55
C -3.61 -0.95 0.20
H -1.67 -1.09 1.97
C -6.06 0.35 0.44
C 3.03 -0.85 -0.20
O 0.31 2.73 0.19
H 0.47 -0.15 1.04
N 0.09 -0.77 -0.91
H -5.08 1.66 1.81
C -1.03 -1.02 -1.79

Orbital gap in eV: 7.8499
SMILES string: CC(=O)Nc1sc2c(c1CN1CCN(c3ccc(F)cc3)CC1)CCCC2
LUMO in eV: 0.5

Atom charges from the natural (NBO) analysis, given in e for atoms 1 to 8:
1 C -0.39
2 H 0.25
3 C 0.69
4 H 0.20
5 C -0.17
6 C -0.71
7 N -0.46
8 C -0.25



3.
A cluster of 11 separate species, C66H165N11 in total. Source: the OMol25 dataset; level of theory: the ωB97M-V functional and the def2-TZVPD basis.

Element x y z (Å)
H 2.95 4.31 -2.51
H -1.61 -8.04 -6.14
H 4.69 6.28 4.76
C 0.01 4.26 5.29
H -7.10 2.01 -0.68
H 2.51 -0.55 -1.44
C -2.85 3.98 0.66
H 6.22 -1.94 2.52
H -7.37 -0.26 4.32
C 7.16 4.52 2.30
N 5.60 0.59 1.07
H 1.74 2.40 5.04
C -5.91 -2.30 -6.41
H 3.33 -6.34 4.22
C -2.71 0.00 -0.69
C 0.76 2.03 4.74
H 1.02 4.53 5.61
H -1.86 2.69 3.91
H 3.44 2.11 1.91
H -3.71 0.37 5.20
C -4.79 -2.47 -3.61
H -6.23 2.36 1.98
H 6.14 -3.55 -0.62
H -2.76 0.78 0.08
C 0.68 0.43 4.89
H 6.56 2.00 -0.16
H 2.05 3.57 -5.96
C 2.29 -2.31 -2.79
H 5.51 0.33 -1.69
H -5.03 2.59 0.05
H -7.36 -1.88 6.03
H -4.73 -5.90 -6.65
C -6.80 2.92 -1.19
H 2.90 -5.03 1.44
H 1.87 -5.68 4.81
C -6.41 -1.77 5.52
C -5.34 1.14 3.36
H 1.94 1.17 -4.87
H 1.45 -7.64 3.49
H 6.40 5.70 4.56
H 2.94 2.68 -3.10
H 0.84 -2.05 1.83
H -5.97 4.72 -2.84
H 4.13 1.36 3.31
H -8.59 -1.32 -3.33
H 5.33 -5.01 1.29
H 1.53 -0.27 -2.80
H 3.75 -3.39 -0.67
H 1.45 1.50 -0.36
H 3.56 -3.47 1.86
H 4.43 -1.84 -1.26
H -6.39 0.42 5.60
N -0.29 2.81 5.36
H 3.91 1.03 -1.08
H 3.28 -0.41 -3.05
H -2.97 4.18 5.61
H 5.14 2.56 0.49
H 1.01 1.39 -6.29
H 0.71 -0.08 1.52
N -4.66 4.23 -1.12
H -5.18 -0.60 -5.22
H 2.11 -6.84 2.00
H -2.59 0.21 2.87
C 0.71 -2.57 0.88
H -1.33 -0.85 -2.10
H -4.79 6.77 -3.48
H -5.42 1.79 4.22
C 3.94 4.11 -4.43
H -0.23 2.14 -0.32
C 6.08 7.80 4.31
N 3.54 -3.05 -2.73
N 2.77 -4.45 3.45
H 3.00 -6.43 -2.60
H -0.46 -7.89 -4.96
H 1.82 -2.47 -3.76
H 2.08 -3.95 6.12
C 2.68 -5.42 -2.36
C -7.95 -0.46 -3.12
H 5.28 8.47 3.98
C 5.62 6.35 4.18
C 0.45 3.78 -2.97
H -0.50 -3.75 -4.96
H -1.05 0.80 -1.78
C 3.58 1.14 2.40
H 4.62 4.17 3.22
H -1.36 -2.09 0.85
H -3.28 -1.42 2.75
C -3.67 -6.14 -6.67
C -6.03 -1.28 -5.23
H -8.01 0.29 -3.91
C 0.75 4.67 -1.72
C -5.27 2.92 -0.97
C -3.05 -5.74 -5.37
C -1.51 -7.63 -5.13
H 3.78 5.08 -4.90
C 3.49 -4.51 2.19
H -6.96 -0.75 -5.45
H -4.09 -1.30 5.13
H 0.54 4.99 3.31
H 0.62 -6.28 2.86
C 5.68 -3.53 -1.60
H 4.04 -2.84 4.01
H 4.00 3.46 -5.30
H -0.17 4.67 -1.13
H -3.89 -3.97 -2.32
H -4.35 -2.98 -4.47
H 0.21 1.37 -4.79
H 0.97 5.70 -1.97
H -0.07 -0.03 4.25
H -3.14 -5.62 -7.47
H -3.53 -7.21 -6.86
H -2.27 -9.50 -4.38
C 2.43 -0.80 -2.49
C -0.52 -1.95 0.17
H 6.26 -2.78 -2.14
H -0.78 -2.62 -0.65
C 6.48 -0.53 0.69
H 0.33 3.65 -5.65
H 6.02 -1.11 -0.11
C -2.77 3.14 5.88
H -3.10 -0.89 -0.19
H -0.05 -5.81 -3.84
H -4.74 2.23 -1.63
C 1.62 -6.70 2.97
H -0.51 4.03 -3.43
C 2.68 -3.17 5.64
H -0.66 4.64 6.06
H -1.72 1.38 5.02
H 2.84 -5.22 -1.30
C -0.31 5.01 4.00
H 7.58 -0.72 2.57
N 5.25 6.08 2.77
H 0.73 2.27 3.68
C -4.84 -3.45 -2.46
N -6.14 -1.91 -3.94
C -4.94 4.82 -2.49
H -2.67 5.15 -1.10
C 3.55 -3.70 4.46
H 3.73 -0.16 0.64
H -6.49 0.61 1.58
H 8.06 4.56 1.69
N -0.28 -0.58 -0.26
H -5.76 -0.13 -2.96
H -3.67 -6.08 -4.55
H 4.94 4.05 -3.99
C -4.01 -0.41 4.50
C -1.29 -0.13 -1.27
H -2.24 -8.25 -3.18
H -1.20 4.70 3.46
C 4.86 -5.19 2.25
C 2.84 3.72 -3.42
H 6.13 5.69 0.91
H -3.43 0.29 -1.45
H -3.22 -4.66 -5.33
H 5.79 -4.49 -2.11
H -5.70 -1.84 6.34
C 6.43 5.80 1.95
H -2.66 3.55 -1.46
H -7.16 2.80 -2.21
H 7.35 -0.10 0.19
C -6.49 -0.94 -2.93
H -3.69 2.56 5.74
H -3.53 6.57 -2.45
C -2.42 -8.43 -4.24
H -7.38 1.33 2.88
H 7.03 7.91 3.79
H -1.86 4.36 0.92
H 1.59 -5.33 -2.32
H -1.51 -5.91 -2.98
H 2.80 -4.38 -4.21
H -1.92 -0.97 3.80
H 4.39 -0.84 2.10
H 6.13 8.00 5.38
C -1.11 -5.54 -3.92
H 4.36 -4.33 4.83
H -6.72 -2.97 -6.70
C -4.58 6.30 -2.52
H 5.01 2.01 -2.02
H 1.61 -0.07 4.62
C 0.56 1.67 0.25
C -0.02 0.36 0.83
C -2.91 -0.67 3.44
N -5.32 -0.24 3.87
H 0.79 2.44 0.99
C 4.28 -2.90 -1.48
H -3.56 4.55 1.26
H -8.26 0.03 -2.20
H -7.31 3.76 -0.73
H 0.60 -3.63 1.12
H -5.14 6.89 -1.80
H -0.48 -3.56 -3.21
H 4.71 -6.27 2.24
H -1.99 -3.47 -3.95
H -5.09 -2.94 -1.53
C -6.43 1.36 2.36
H 7.42 4.46 3.35
H -5.01 -2.91 -6.36
C 1.27 3.27 -5.26
C 5.56 1.65 0.08
H -4.43 1.42 2.83
H -4.05 -1.68 -3.51
C 4.33 0.07 1.51
H -6.37 -2.63 4.85
C 4.97 1.19 -1.29
N -1.68 -6.16 -5.11
H -3.48 -8.20 -4.34
C 6.95 -1.35 1.95
H -4.36 4.29 -3.24
H 1.61 4.38 -1.12
C 2.45 -5.80 3.89
H 0.35 2.73 -2.70
C -3.20 4.24 -0.81
C -6.42 -0.37 4.85
H -5.51 -4.30 -2.59
H 6.58 3.65 1.98
H 1.51 -2.69 -2.12
H -0.47 6.06 4.23
H 0.40 0.22 5.92
H -2.57 3.16 6.95
C 3.37 -4.39 -3.28
H 2.02 -2.37 5.31
H -5.73 -1.71 -7.30
H -3.05 2.94 0.92
C -1.69 2.47 4.97
H 2.72 4.27 1.28
H 5.41 -4.75 3.09
C 3.61 4.89 1.27
H 3.35 5.38 3.24
H 3.39 -2.89 6.41
H 4.34 4.50 0.56
C 4.22 5.04 2.68
N 1.49 3.95 -3.96
C -1.03 -3.99 -4.04
C 1.11 1.76 -5.27
H -6.39 -1.43 -1.97
H 4.35 -4.76 -3.57
H 2.58 0.79 2.65
H 7.18 6.59 1.98
H 1.62 -2.42 0.31
H 3.38 5.89 0.91
H -0.94 0.60 1.35
H 7.65 -2.13 1.64

Orbital gap (spin up / spin down) in eV: 1.2505 / 8.3156
Charge: -1
Spin multiplicity: 2
LUMO (spin up / spin down) in eV: 2.1 / 2.1

Atom charges from the Mulliken analysis, given in e for atoms 1 to 8:
1 H 0.10
2 H 0.41
3 H 0.38
4 C -0.82
5 H 0.31
6 H -0.90
7 C -1.13
8 H 0.11



4.
A structure of composition C29H30LiNO4PSTe. Source: the OMol25 dataset; level of theory: the ωB97M-V functional and the def2-TZVPD basis.

Element x y z (Å)
H 2.56 -1.74 0.68
H -0.11 6.68 -1.51
H 1.75 -7.18 1.93
S 0.59 3.65 3.23
H 1.74 -3.21 1.16
C -4.77 2.68 0.44
C -2.87 1.30 -0.22
H -4.92 0.75 -0.50
H -0.99 -1.09 0.76
H 2.95 0.15 -2.81
C 0.35 1.65 -1.31
H 2.40 -2.18 2.41
C 2.02 -3.78 -2.81
H -0.15 -2.33 0.25
C 0.24 6.15 -0.54
O 1.57 2.59 3.02
C 0.17 3.86 0.50
C 1.57 0.99 -1.39
H -2.38 0.46 -0.70
H -2.26 -2.95 0.27
C -2.62 3.42 0.97
H 1.51 -4.19 -3.65
H -2.09 -4.39 1.35
N -0.33 -1.76 1.04
C 1.29 0.84 -3.84
H -0.17 4.36 -1.58
H 3.07 -5.14 -0.57
O 0.73 -0.52 2.63
C 1.37 -4.25 -1.52
H 1.89 -2.68 -2.90
H -4.44 4.40 1.58
H 3.20 -6.41 1.27
C 0.08 -5.15 0.71
H -0.57 1.39 -4.59
H 3.12 -3.88 -2.89
O 0.90 4.64 4.24
O -0.74 3.03 3.40
C 0.08 4.76 -0.61
C -2.04 -4.02 0.35
C -3.95 3.56 1.07
H 2.12 0.66 -0.52
C -0.38 1.83 -2.53
H -1.38 2.32 -2.37
H 1.06 7.76 0.68
C 0.51 4.52 1.70
C 0.76 6.71 0.61
C 0.91 5.86 1.74
C -2.04 2.29 0.33
C 1.40 -5.49 0.55
C 2.00 0.63 -2.67
H 1.16 6.27 2.70
H -5.84 2.76 0.53
C -0.63 -4.38 -0.14
C 0.71 -1.41 1.73
Li 0.23 1.12 2.85
C 2.00 -5.03 -0.59
C -4.22 1.53 -0.12
H 1.62 0.34 -4.72
H -2.70 -4.46 -0.42
C 1.94 -2.19 1.49
P -0.24 2.09 0.34
H 2.31 -5.64 2.53
H -0.44 -5.59 1.53
C 0.03 -3.91 -1.29
H -2.02 4.15 1.40
C 2.16 -6.24 1.65
C 0.09 1.47 -3.75
Te -0.92 -2.42 -2.55

Orbital gap in eV: 6.2439
Charge: -1
LUMO in eV: 2.5

Atom charges from the natural (NBO) analysis, given in e for atoms 1 to 8:
1 H 0.24
2 H 0.22
3 H 0.21
4 S 2.40
5 H 0.25
6 C -0.22
7 C -0.23
8 H 0.21



5.
A structure of composition C27H40N3O11P4Y. Source: the OMol25 dataset; level of theory: the ωB97M-V functional and the def2-TZVPD basis.

Element x y z (Å)
C 2.58 -0.86 1.90
P -2.52 -2.25 2.11
C 3.51 1.59 -0.77
O -3.14 -4.89 1.70
C 2.74 2.11 -3.06
C 0.50 4.71 0.21
H 2.55 -0.57 0.85
H 3.96 -0.29 -2.76
H 3.50 0.94 0.10
H 3.27 2.61 -0.45
H -5.43 -2.40 1.97
O 1.15 -2.73 -0.35
C 0.19 5.60 2.47
H -1.11 -0.03 3.91
H -3.82 0.02 -3.35
C 2.95 -0.29 -2.35
C 2.58 1.13 -1.89
H 0.88 -1.43 4.00
H -1.77 -1.96 -5.39
H -1.21 1.78 -2.40
H 2.12 2.09 3.71
H 2.70 -4.41 -2.32
C 0.58 2.45 -0.12
C -1.05 -2.24 -4.63
H 0.44 8.09 0.19
C -0.02 -3.13 -4.91
N 0.26 3.24 2.10
H 2.19 1.79 -3.95
O -2.79 -1.06 1.20
H -0.10 1.01 -3.56
H -5.07 -3.66 3.14
C -1.13 -1.73 -3.35
O -2.92 -1.94 3.61
H 3.79 2.15 -3.33
H -2.36 -2.31 4.30
H 2.97 1.91 2.18
N -0.27 -2.05 -2.40
H -1.89 1.22 2.93
H -4.29 -1.38 -0.24
C 0.69 -2.93 -2.65
H -0.54 1.66 4.00
H -3.99 -5.46 -0.62
C 1.56 -0.59 4.14
O -2.19 -0.40 -1.70
H 0.05 5.42 3.53
O 2.49 -4.07 -1.44
P -3.60 -3.37 -0.29
H 2.50 -0.98 4.52
N 0.63 3.65 -0.63
C -5.07 -3.42 2.08
H -3.32 -5.20 2.60
H 0.18 2.67 -3.00
P 0.79 1.04 -1.29
C 0.41 7.08 0.56
Y -0.75 -1.37 0.00
O -1.06 -2.64 1.94
H 0.67 6.16 -1.36
O -4.29 -4.60 -0.95
H 2.92 -1.00 -1.52
H -5.75 -4.09 1.56
H 2.12 -1.85 1.98
H 3.62 -0.95 2.20
C 0.38 2.23 1.27
P 0.21 0.54 1.99
C 0.24 6.86 1.95
C 1.84 0.13 2.81
C 2.67 1.39 3.09
H 0.08 -3.56 -5.90
O -4.58 -2.20 -0.69
H 4.54 1.60 -1.15
C 0.86 -3.50 -3.90
C -0.94 0.88 3.35
H 3.58 1.10 3.63
H 1.14 0.09 4.89
C 1.48 -3.24 -1.40
O -2.19 -3.12 -0.72
C -2.20 -0.82 -2.85
C 0.53 6.03 -0.30
C -3.66 -3.58 1.52
H 2.42 3.11 -2.78
H 2.27 -0.63 -3.14
O -3.13 -0.55 -3.72
C 0.32 4.49 1.60
H 0.14 7.72 2.60
H 1.64 -4.22 -4.12
C -0.17 1.69 -2.71

Orbital gap in eV: 7.0325
Charge: +2
LUMO in eV: -6.4

Atom charges from the Mulliken analysis, given in e for atoms 1 to 8:
1 C -2.05
2 P 1.10
3 C -1.69
4 O -0.60
5 C -1.88
6 C 0.34
7 H 0.12
8 H 0.55



6.
A cluster of 2 separate species, CH4OS3 in total. Source: the OMol25 dataset; level of theory: the ωB97M-V functional and the def2-TZVPD basis.

Element x y z (Å)
H -0.17 0.23 1.58
S -0.19 2.01 -0.01
H -1.08 -0.12 0.08
S 3.09 0.29 0.15
H 0.79 -0.22 0.15
O 4.64 -1.98 -0.48
C -0.12 0.31 0.55
H 1.09 2.27 -0.38
S 4.69 -0.53 -0.58

Orbital gap in eV: 6.7395
LUMO in eV: -2.3

Atom charges from the natural (NBO) analysis, given in e for atoms 1 to 8:
1 H 0.21
2 S -0.06
3 H 0.23
4 S -0.28
5 H 0.23
6 O -0.81
7 C -0.74
8 H 0.12